(1)
{"formula": "C22H18CoINOPS4", "method": "ωB97M-V/def2-TZVPD", "multiplicity": 4, "charge": -1, "gap_ha": [0.2185, 0.2293], "e_lumo_ev": [2.38, 2.37], "de_lowest_ev": 0.6610, "species": ["Co", "O", "C", "S", "C", "C", "S", "S", "S", "N", "C", "C", "C", "C", "C", "C", "P", "C", "C", "C", "C", "C", "C", "C", "C", "C", "C", "C", "C", "H", "H", "H", "H", "H", "H", "H", "H", "H", "H", "H", "H", "H", "H", "H", "H", "I", "C", "H", "H"], "coordinates": [[0.3761, 1.8382, -0.5280], [4.8099, 6.5347, -2.2597], [4.0881, 5.5790, -2.0761], [2.5015, 5.3847, -2.8239], [2.0587, 3.8867, -2.0283], [2.9329, 3.3893, -1.1447], [2.7416, 1.9124, -0.2187], [4.4114, 4.3054, -0.9056], [0.5102, 3.1753, -2.4720], [-1.9448, 1.5360, -1.3182], [-2.6202, 0.3851, -0.8327], [-4.0113, 0.3339, -0.7602], [-4.6466, -0.8122, -0.3207], [-3.9074, -1.9377, 0.0369], [-2.5261, -1.8724, 0.0006], [-1.8703, -0.7058, -0.3958], [-0.0750, -0.4644, -0.2079], [0.6407, -1.9700, -0.9400], [0.9176, -3.1140, -0.1993], [1.4103, -4.2538, -0.8245], [1.6320, -4.2574, -2.1939], [1.3706, -3.1126, -2.9385], [0.8848, -1.9729, -2.3138], [0.2295, -0.6320, 1.5836], [1.5636, -0.6220, 1.9980], [1.8787, -0.6460, 3.3461], [0.8633, -0.6594, 4.2971], [-0.4615, -0.6417, 3.8909], [-0.7812, -0.6276, 2.5355], [-2.4995, 2.3812, -1.3310], [-1.5231, 1.3851, -2.2283], [-4.5851, 1.2026, -1.0583], [-5.7285, -0.8349, -0.2682], [-4.4046, -2.8436, 0.3583], [-1.9388, -2.7294, 0.3147], [0.7541, -3.1121, 0.8721], [1.6240, -5.1371, -0.2355], [2.0174, -5.1460, -2.6782], [1.5603, -3.1025, -4.0040], [0.7106, -1.0732, -2.8942], [2.3645, -0.5703, 1.2677], [2.9164, -0.6293, 3.6533], [1.1104, -0.6632, 5.3516], [-1.2556, -0.6198, 4.6264], [-1.8190, -0.5797, 2.2289], [-2.3272, 2.9025, 1.7987], [-0.2294, 2.8369, 1.1529], [0.2674, 2.4800, 2.0564], [0.0087, 3.8938, 1.0302]], "atomic_forces_ev_per_a": [[0.383, 0.529, 0.051], [0.044, -0.228, -0.167], [-0.169, 0.423, 0.318], [0.087, 0.012, -0.150], [-0.496, -0.078, -0.344], [0.211, -0.377, 0.333], [-0.105, 0.136, -0.125], [0.131, -0.080, -0.051], [0.173, 0.022, 0.060], [-0.015, -0.312, -0.075], [0.009, 0.384, -0.158], [-0.041, -0.063, -0.020], [-0.012, -0.019, 0.008], [0.036, 0.090, -0.035], [0.018, -0.047, 0.042], [0.072, -0.202, 0.118], [-0.154, 0.075, 0.080], [0.009, -0.023, -0.054], [0.000, -0.117, -0.008], [-0.011, 0.064, 0.041], [-0.030, 0.078, 0.001], [-0.004, -0.011, 0.080], [0.039, -0.025, -0.007], [0.056, -0.142, -0.122], [0.069, 0.000, 0.046], [-0.081, 0.010, -0.003], [0.025, -0.001, -0.055], [-0.012, 0.014, -0.098], [-0.045, 0.013, 0.132], [-0.022, -0.031, 0.107], [-0.037, 0.037, 0.010], [-0.006, -0.004, -0.001], [0.014, -0.006, -0.003], [-0.001, 0.005, 0.002], [-0.001, 0.034, -0.010], [0.004, -0.017, -0.021], [-0.001, -0.002, -0.010], [0.003, 0.012, -0.008], [-0.004, 0.006, -0.003], [-0.001, 0.016, 0.035], [-0.041, -0.014, -0.032], [0.000, 0.000, 0.002], [-0.015, 0.002, -0.003], [-0.006, -0.002, -0.007], [0.049, -0.010, 0.031], [0.066, 0.016, -0.026], [-0.235, -0.238, 0.053], [0.026, 0.038, 0.014], [0.022, 0.033, 0.033]]}

=====

(2)
{"formula": "C22H18F2N3O2", "method": "ωB97M-V/def2-TZVPD", "charge": 1, "gap_ha": 0.2549, "smiles": "Cc1ccc(C(c2ccc(C)c(F)c2)[C@@H]([N+]#N)c2ccc([N+](=O)[O-])cc2)cc1F", "e_lumo_ev": -5.33, "species": ["C", "C", "C", "C", "C", "C", "C", "C", "C", "C", "C", "C", "F", "C", "C", "N", "N", "C", "C", "C", "C", "N", "O", "O", "C", "C", "C", "C", "F", "H", "H", "H", "H", "H", "H", "H", "H", "H", "H", "H", "H", "H", "H", "H", "H", "H", "H"], "coordinates": [[4.6197, 1.7491, 3.8251], [3.4477, 0.8279, 3.6427], [3.5552, -0.4726, 3.1446], [2.4702, -1.3445, 3.1094], [1.1790, -0.9545, 3.4627], [-0.0106, -1.9364, 3.4756], [-1.3014, -1.1510, 3.4839], [-2.4467, -1.6104, 4.1619], [-3.6441, -0.9173, 4.0669], [-3.7124, 0.2721, 3.3407], [-4.8864, 1.1771, 3.3993], [-2.6232, 0.5948, 2.5385], [-2.7237, 1.6865, 1.7135], [-1.4355, -0.1197, 2.5576], [-0.2174, -2.9294, 2.3293], [1.0454, -4.0260, 2.1999], [2.0532, -4.5262, 2.0971], [-1.4840, -3.8477, 2.3965], [-2.6111, -3.5470, 1.6128], [-3.7277, -4.3859, 1.5889], [-3.6963, -5.6086, 2.2772], [-4.4015, -6.7417, 1.8110], [-4.1229, -7.8209, 2.3826], [-5.1944, -6.6508, 0.8522], [-2.6591, -5.8313, 3.2028], [-1.5419, -4.9934, 3.2131], [1.0545, 0.3667, 3.9355], [2.1635, 1.2038, 4.0137], [2.0000, 2.4891, 4.4766], [5.5550, 1.2017, 3.6598], [4.6290, 2.6049, 3.1326], [4.6647, 2.1693, 4.8416], [4.5244, -0.8022, 2.7843], [2.6772, -2.3563, 2.7919], [0.0470, -2.5238, 4.4055], [-2.3820, -2.5390, 4.7355], [-4.5299, -1.2824, 4.5888], [-5.7709, 0.6308, 3.7337], [-4.6992, 1.9675, 4.1362], [-5.0890, 1.6578, 2.4374], [-0.6024, 0.2002, 1.9248], [-0.2061, -2.4121, 1.3369], [-2.6153, -2.6423, 1.0024], [-4.6048, -4.1688, 0.9872], [-2.6880, -6.7197, 3.8241], [-0.6827, -5.2715, 3.8304], [0.1030, 0.8096, 4.2092]], "atomic_forces_ev_per_a": [[0.544, 0.163, -0.059], [-0.181, -0.179, -0.018], [0.034, 0.306, 0.215], [-0.004, -0.109, -0.301], [0.754, 0.204, 0.112], [0.725, 0.115, 1.182], [-1.238, -0.841, -0.805], [0.552, -0.028, 0.027], [0.300, 0.008, 0.255], [0.124, -0.091, -0.394], [-0.563, 0.212, 0.018], [0.129, 0.486, -0.368], [0.183, -0.951, 0.701], [-0.174, 0.590, -0.117], [-2.044, 0.049, -0.805], [4.951, -1.614, -0.645], [-5.301, 2.170, 0.520], [0.231, -0.510, -0.064], [0.156, 0.338, 0.220], [0.060, -0.629, -0.061], [2.472, 2.090, 0.369], [-2.311, -3.349, -0.600], [-0.702, 1.912, -1.142], [1.634, 0.324, 1.931], [0.142, -0.005, -0.468], [-0.007, 0.511, 0.069], [-0.018, 0.285, -0.034], [-0.166, 0.514, 0.234], [-0.100, -1.303, -0.381], [-0.214, 0.074, 0.024], [-0.252, -0.300, 0.164], [-0.193, -0.196, -0.318], [-0.070, -0.105, 0.167], [0.046, 0.151, -0.036], [-0.095, 0.108, -0.147], [-0.069, 0.397, -0.030], [0.264, 0.198, -0.050], [0.036, 0.094, -0.088], [-0.019, -0.057, -0.154], [0.016, -0.108, 0.213], [-0.364, -0.062, 0.218], [0.537, -0.658, 0.616], [-0.080, -0.201, 0.173], [0.321, 0.019, -0.203], [0.139, 0.055, -0.252], [-0.352, 0.111, -0.012], [0.163, -0.185, 0.123]]}

=====

(3)
{"formula": "C22H18F9O2Pb", "method": "ωB97M-V/def2-TZVPD", "charge": -1, "gap_ha": 0.2412, "e_lumo_ev": 2.20, "de_lowest_ev": 0.0000, "species": ["C", "C", "C", "H", "C", "C", "H", "H", "H", "H", "C", "C", "C", "H", "C", "C", "H", "H", "H", "H", "Pb", "O", "C", "C", "H", "H", "H", "H", "C", "C", "C", "H", "C", "H", "C", "H", "C", "H", "F", "C", "F", "F", "C", "O", "C", "F", "F", "F", "C", "F", "F", "F"], "coordinates": [[0.3930, -0.3384, 2.5381], [1.5297, 0.0857, 1.7517], [1.5223, 1.4965, 1.7045], [2.3267, -0.5414, 1.3664], [0.4043, 1.9789, 2.4438], [-0.3088, 0.8744, 2.9677], [-1.1364, 0.9168, 3.6788], [0.1847, -1.3495, 2.8683], [2.3134, 2.0976, 1.2732], [0.2162, 3.0297, 2.6592], [0.2489, -0.6234, -2.2578], [0.7094, -1.7336, -1.4686], [-0.4156, -2.5811, -1.1952], [1.7464, -1.9521, -1.2308], [-1.5735, -2.0411, -1.8827], [-1.1463, -0.8192, -2.5206], [-1.7639, -0.1997, -3.1746], [0.8853, 0.1435, -2.6960], [-0.4026, -3.5209, -0.6509], [-2.5403, -2.5644, -1.9941], [-0.9815, -0.7817, 0.6437], [-0.6397, 2.3814, -1.4186], [0.4357, 3.3398, -1.1319], [-0.7777, 3.9466, -0.6250], [1.2016, 3.1242, -0.3408], [0.8299, 3.9258, -1.9902], [-0.8919, 4.0584, 0.4304], [-2.6616, 5.5797, 0.0748], [-2.7515, 5.2719, -0.9744], [-1.7864, 4.3732, -1.4907], [-1.9981, 3.9225, -2.8228], [-1.3471, 3.1478, -3.2286], [-2.9577, 4.4850, -3.6510], [-3.0458, 4.1673, -4.6995], [-3.8253, 5.4822, -3.1568], [-4.5650, 5.9630, -3.8068], [-3.6951, 5.8802, -1.8082], [-4.3435, 6.6829, -1.4185], [1.4582, -5.0527, -0.3869], [2.4301, -4.5445, 0.4354], [3.1786, -5.5723, 0.9068], [3.2381, -3.7635, -0.3222], [1.7216, -3.6814, 1.6106], [1.1882, -2.6136, 1.0961], [0.5580, -4.6318, 2.1972], [1.0058, -5.8629, 2.5481], [-0.0218, -4.0603, 3.2883], [-0.4276, -4.7915, 1.2608], [2.8038, -3.3953, 2.7720], [3.1890, -4.5188, 3.4293], [3.9043, -2.8301, 2.2172], [2.3167, -2.5174, 3.6883]], "atomic_forces_ev_per_a": [[0.154, 1.597, 0.697], [-0.279, 0.729, 0.488], [-0.477, -0.749, 0.420], [-0.475, -0.014, -0.019], [-0.058, -0.641, 0.160], [1.126, -0.335, -0.222], [0.185, -0.037, -0.379], [0.311, 0.129, 0.244], [-0.122, -0.013, -0.062], [-0.152, -0.229, -0.107], [-0.619, -1.210, 0.518], [-0.945, 0.734, -0.389], [-0.721, 0.367, -0.737], [-0.416, 0.193, 0.257], [1.156, 0.511, -0.612], [-0.192, -1.108, 0.449], [0.187, -0.100, 0.382], [-0.251, -0.088, 0.267], [0.129, 0.321, -0.288], [0.608, 0.595, 0.216], [0.932, 0.099, -1.849], [2.518, 2.005, 3.345], [0.144, 0.355, -0.718], [0.887, -3.701, -0.774], [-0.820, -0.365, -0.951], [0.057, -0.954, 0.090], [-0.380, -0.457, 0.646], [-0.127, -0.083, -0.403], [0.644, 0.428, -0.475], [-3.607, 2.215, -1.624], [0.710, 0.487, -0.349], [-0.271, 0.382, 0.146], [-0.657, 0.546, 0.274], [0.067, 0.026, 0.588], [0.570, 0.034, 0.625], [0.307, -0.235, 0.286], [-0.445, -0.142, -0.541], [0.308, -0.596, -0.146], [1.284, 0.204, 0.493], [-0.430, 0.450, 0.517], [-0.193, 0.178, -0.565], [-0.535, -0.630, 0.415], [-0.502, -0.711, -0.322], [0.201, -0.052, 0.571], [0.562, 0.348, -0.421], [-0.655, 0.350, -0.005], [0.238, -0.474, -0.578], [0.594, -0.011, 1.194], [-0.671, 0.064, -0.602], [0.043, 0.660, -0.038], [-0.380, -0.299, 0.483], [0.458, -0.771, -0.594]]}

=====

(4)
{"formula": "C22H18F9O2Rh", "method": "ωB97M-V/def2-TZVPD", "multiplicity": 5, "charge": 0, "gap_ha": [0.2373, 0.2478], "e_lumo_ev": [0.31, -1.32], "de_lowest_ev": 0.0000, "species": ["C", "C", "C", "H", "C", "C", "H", "H", "H", "H", "C", "C", "C", "H", "C", "C", "H", "H", "H", "H", "Rh", "O", "C", "C", "H", "H", "H", "H", "C", "C", "C", "H", "C", "H", "C", "H", "C", "H", "F", "C", "F", "F", "C", "O", "C", "F", "F", "F", "C", "F", "F", "F"], "coordinates": [[0.3190, 2.3620, 0.7308], [1.3345, 1.6801, 1.4484], [2.2292, 1.1082, 0.4961], [1.4315, 1.5576, 2.5106], [1.7810, 1.5230, -0.8118], [0.6049, 2.2891, -0.6619], [0.0282, 2.7889, -1.4403], [-0.5222, 2.8944, 1.1241], [3.0673, 0.4480, 0.7423], [2.2923, 1.3145, -1.7488], [-0.8064, -1.9454, 0.9637], [-0.9013, -1.2870, 2.1737], [-1.7974, -0.0990, 2.0093], [-0.4694, -1.6181, 3.1033], [-1.8385, 0.0974, 0.5020], [-1.4311, -1.1357, -0.0755], [-1.5754, -1.4287, -1.1087], [-0.3713, -2.9305, 0.7916], [-2.7982, -0.2903, 2.3878], [-2.4057, 0.9036, 0.0435], [0.2341, 0.1811, 0.2960], [0.7874, -1.0068, -1.2681], [2.1006, -1.3915, -1.6180], [2.2001, -0.9232, -3.0156], [2.8998, -0.9704, -0.9849], [2.1396, -2.4950, -1.6241], [2.4535, 0.1137, -3.2030], [2.6448, -0.3650, -5.5456], [2.1586, -1.3355, -5.4110], [1.7688, -1.6972, -4.0825], [1.0050, -2.9000, -3.8977], [0.6251, -3.1088, -2.8920], [0.7897, -3.7536, -4.9662], [0.2283, -4.6785, -4.8126], [1.3055, -3.4404, -6.2363], [1.1745, -4.1416, -7.0588], [1.9899, -2.2292, -6.4551], [2.3953, -1.9920, -7.4421], [-2.6886, 3.7401, 2.6222], [-3.0563, 2.6554, 3.3546], [-3.6775, 3.0819, 4.4801], [-3.9715, 1.9797, 2.5950], [-1.8280, 1.7594, 3.7174], [-1.2374, 1.1501, 2.5695], [-0.6806, 2.6894, 4.2210], [-1.0216, 3.5612, 5.1889], [0.3519, 1.9289, 4.6820], [-0.1761, 3.4265, 3.1925], [-2.1908, 0.7310, 4.8411], [-2.1363, 1.3028, 6.0619], [-3.4427, 0.2056, 4.6700], [-1.3159, -0.3100, 4.8413]], "atomic_forces_ev_per_a": [[0.154, 0.841, -0.509], [0.780, 0.122, -0.142], [0.637, 0.808, -0.318], [-0.102, 0.047, 0.093], [1.229, 0.454, 0.177], [0.260, 0.436, 0.131], [0.220, -0.374, 0.211], [0.034, 0.010, 0.038], [-0.292, 0.545, -0.222], [-0.339, 0.004, 0.452], [-0.578, 0.350, 1.140], [0.236, -1.063, -0.780], [0.059, 1.093, -0.288], [-0.137, -0.007, 0.010], [-0.961, -1.355, 0.103], [-1.149, 0.922, -0.075], [0.162, 0.075, 0.259], [0.056, 0.470, 0.066], [-0.152, 0.127, 0.320], [-0.050, -0.404, 0.072], [0.333, -1.450, -0.921], [0.263, -1.179, 0.212], [-0.653, 0.342, -0.531], [0.610, 0.391, -0.075], [-0.263, -0.241, -0.041], [0.270, 0.298, 0.376], [0.298, -0.162, -0.129], [-0.022, -0.403, -0.073], [-0.144, -0.288, 0.264], [-0.357, -0.641, -0.987], [0.540, 0.315, -0.037], [0.081, -0.058, -0.517], [0.068, 0.171, -0.109], [0.165, 0.293, -0.123], [0.096, 0.039, 0.062], [0.012, 0.160, 0.170], [-0.244, -0.019, 0.165], [-0.254, -0.093, 0.281], [-0.260, -0.986, 0.778], [-0.986, 0.266, -0.563], [0.456, -0.272, -0.913], [0.981, 0.457, 0.801], [0.515, -0.370, -0.778], [-1.495, 0.040, 1.665], [1.567, 0.699, -0.003], [-0.089, -0.767, -0.633], [-0.944, 0.479, -0.181], [-0.610, -0.578, 1.183], [-0.205, -0.756, 0.616], [-0.201, -0.413, -0.824], [1.215, 0.603, 0.135], [-0.813, 1.022, -0.007]]}

=====

(5)
{"formula": "C22H18N6O2S", "method": "ωB97M-V/def2-TZVPD", "charge": 0, "gap_ha": 0.3000, "smiles": "Cc1cccc(-n2c(SCc3cc(=O)n4c(C)cccc4n3)nc3[nH]ncc3c2=O)c1", "e_lumo_ev": 0.03, "species": ["C", "C", "C", "C", "C", "C", "N", "C", "S", "C", "C", "C", "C", "O", "N", "C", "C", "C", "C", "C", "C", "N", "N", "C", "N", "N", "C", "C", "C", "O", "C", "H", "H", "H", "H", "H", "H", "H", "H", "H", "H", "H", "H", "H", "H", "H", "H", "H", "H"], "coordinates": [[5.0730, 1.7674, -2.3215], [4.7245, 1.0714, -1.0424], [5.5855, 1.0831, 0.0466], [5.2605, 0.4173, 1.2158], [4.0683, -0.2741, 1.3173], [3.1974, -0.2762, 0.2360], [1.9710, -1.0020, 0.3157], [1.0055, -0.5999, 1.1838], [1.2984, 0.8960, 2.0463], [-0.3027, 1.1566, 2.9003], [-1.4638, 0.9810, 1.9801], [-2.4196, 0.0301, 2.2125], [-3.3488, -0.3241, 1.2005], [-3.9850, -1.3654, 1.1915], [-3.4336, 0.6130, 0.1122], [-4.4231, 0.5263, -0.8413], [-5.5260, -0.4678, -0.7130], [-4.4195, 1.3866, -1.9045], [-3.4291, 2.3722, -2.0484], [-2.4692, 2.4788, -1.0936], [-2.4542, 1.5980, 0.0153], [-1.4893, 1.7505, 0.8884], [-0.1246, -1.1990, 1.3789], [-0.3464, -2.2615, 0.5788], [-1.4590, -3.0102, 0.5026], [-1.3348, -3.9646, -0.4356], [-0.1380, -3.8440, -0.9585], [0.5586, -2.7686, -0.3651], [1.8379, -2.1427, -0.5351], [2.7415, -2.4549, -1.2746], [3.5206, 0.3868, -0.9351], [6.0060, 2.3163, -2.2263], [4.2839, 2.4619, -2.6050], [5.1785, 1.0384, -3.1240], [6.5247, 1.6124, -0.0230], [5.9446, 0.4279, 2.0508], [3.8139, -0.8121, 2.2175], [-0.2291, 2.1849, 3.2542], [-0.3566, 0.4643, 3.7377], [-2.3845, -0.6122, 3.0762], [-6.2777, -0.2747, -1.4741], [-5.1489, -1.4822, -0.8311], [-5.9879, -0.4171, 0.2706], [-5.2022, 1.3062, -2.6410], [-3.4484, 3.0344, -2.8997], [-1.6871, 3.2182, -1.1230], [-2.3371, -2.8798, 0.9881], [0.1953, -4.5055, -1.7318], [2.8367, 0.3586, -1.7702]], "atomic_forces_ev_per_a": [[-0.017, -0.024, -0.036], [-0.084, -0.019, 0.059], [-0.033, -0.016, -0.003], [0.029, 0.005, 0.077], [-0.078, -0.112, -0.157], [0.490, 0.196, -0.066], [0.153, -0.019, -0.129], [-0.775, -0.048, 0.408], [0.129, 0.528, 0.263], [0.420, -0.462, -0.218], [-0.904, -0.090, -0.101], [-0.260, 0.508, 0.034], [0.406, 0.026, 0.559], [-0.172, -0.259, -0.063], [0.451, 0.301, 0.155], [-0.526, 0.234, -0.923], [-0.149, -0.309, 0.078], [-0.079, -0.367, 0.333], [0.414, 0.075, 0.384], [-0.405, 0.079, -0.519], [0.088, -0.022, 0.048], [0.449, 0.305, 0.181], [0.338, -0.086, 0.247], [0.846, -0.214, -0.642], [0.312, 0.305, 0.157], [-0.341, -0.670, -0.392], [0.016, 0.184, 0.149], [-0.558, 0.176, 0.469], [-0.212, -0.238, -0.012], [0.039, -0.076, -0.103], [0.042, 0.021, 0.201], [0.050, 0.056, -0.045], [-0.004, 0.074, -0.066], [0.038, 0.012, -0.100], [0.090, 0.060, -0.022], [0.060, 0.003, 0.074], [-0.036, -0.063, 0.075], [0.000, -0.017, 0.007], [-0.080, 0.089, 0.025], [0.047, -0.115, 0.003], [0.031, 0.116, -0.047], [-0.103, 0.028, 0.023], [-0.057, -0.046, -0.039], [-0.110, -0.090, 0.021], [0.037, 0.087, -0.069], [0.084, 0.033, 0.022], [0.000, 0.073, -0.046], [0.011, -0.182, -0.173], [-0.087, -0.032, -0.079]]}

=====

Sequential energy output: -125004.685; -37094.663; -56903.441; -54660.137; -46977.952 eV